No. 1
{
  "formula": "FH3OSi",
  "method": "ωB97M-V/def2-TZVPD",
  "species": ["Si", "F", "O", "H", "H", "H"],
  "xyz": [[-1.28046, -0.12593, 0.09043], [2.94448, -0.14338, 0.04151], [-0.05063, 0.11138, -0.75175], [-1.17933, 0.87480, 1.19530], [-2.59119, -0.81794, -0.07053], [2.15713, 0.10108, -0.50496]],
  "forces_ev_per_angstrom": [[-5.07, -2.10, 5.21], [-2.28, 0.76, -1.63], [4.94, 1.33, -4.05], [-0.04, 0.25, -0.43], [0.31, 0.55, -0.71], [2.14, -0.78, 1.62]],
  "lowdin_charge": [0.495, -0.140, -0.296, -0.054, -0.097, 0.092],
  "orbital_gap_ev": [7.205, 9.015],
  "spin_multiplicity": 3,
  "lumo_energy_ev": [0.4, -4.3],
  "relative_energy_kcal_mol": 16.74,
  "largest_force_ev_per_a": 7.57
}

No. 2
{
  "formula": "FH5Si2",
  "method": "ωB97M-V/def2-TZVPD",
  "species": ["Si", "Si", "F", "H", "H", "H", "H", "H"],
  "xyz": [[-1.07829, -0.70525, 1.20640], [0.95245, 0.72981, -1.08129], [1.79530, 1.81871, -0.22325], [0.40448, 1.25660, -2.24979], [-0.87066, -0.33000, 2.53695], [2.05298, -0.06144, -1.69986], [-2.61113, -0.67484, 1.10248], [-0.64513, -2.03360, 0.40837]],
  "forces_ev_per_angstrom": [[-0.13, -0.99, -4.56], [0.48, -1.14, 2.63], [-0.43, 0.05, -0.20], [-1.22, 1.09, -1.23], [0.92, 0.10, 1.54], [-0.23, -0.53, 0.45], [0.98, 0.24, -0.29], [-0.37, 1.19, 1.66]],
  "lowdin_charge": [0.551, 0.529, -0.341, -0.152, -0.202, -0.101, -0.149, -0.134],
  "orbital_gap_ev": 7.409,
  "lumo_energy_ev": -1.0,
  "relative_energy_kcal_mol": 52.89,
  "largest_force_ev_per_a": 4.67
}

No. 3
{
  "formula": "FH5Si2",
  "method": "ωB97M-V/def2-TZVPD",
  "species": ["Si", "Si", "F", "H", "H", "H", "H", "H"],
  "xyz": [[0.12068, -1.63236, -1.46785], [-0.04564, 1.31914, 1.51418], [-0.86170, 2.53134, 0.81891], [-0.57899, -1.20715, -2.70050], [0.01070, -3.16185, -1.21101], [0.28705, 1.65069, 2.94427], [1.12390, 1.11531, 0.50410], [-0.05599, -0.61512, -0.40211]],
  "forces_ev_per_angstrom": [[0.34, -0.80, -0.33], [0.53, -0.08, -0.92], [0.01, -0.06, 0.37], [-0.08, -0.14, 0.11], [-0.14, 1.32, 0.06], [0.09, 0.11, -0.43], [-0.58, 0.17, 1.09], [-0.18, -0.53, 0.05]],
  "lowdin_charge": [0.582, 0.581, -0.340, -0.185, -0.151, -0.119, -0.090, -0.277],
  "orbital_gap_ev": [6.795, 7.416],
  "lumo_energy_ev": [-1.1, -0.8],
  "relative_energy_kcal_mol": 69.54,
  "largest_force_ev_per_a": 1.33
}

No. 4
{
  "formula": "FHIPS",
  "method": "ωB97M-V/def2-TZVPD",
  "species": ["I", "S", "P", "F", "H"],
  "xyz": [[-2.36142, -2.75039, -0.07108], [-1.65720, 0.71095, -0.82862], [-0.80288, -0.83218, -0.01414], [2.17607, 1.05713, 0.54887], [2.64542, 1.81450, 0.36498]],
  "forces_ev_per_angstrom": [[0.09, 0.13, 0.00], [0.68, -1.27, 0.66], [-0.74, 1.16, -0.65], [-0.46, -0.76, 0.18], [0.44, 0.74, -0.19]],
  "lowdin_charge": [0.172, -0.008, -0.149, -0.082, 0.067],
  "smiles": "S=PI.F",
  "orbital_gap_ev": 7.410,
  "lumo_energy_ev": -1.7,
  "relative_energy_kcal_mol": 19.10,
  "largest_force_ev_per_a": 1.58
}

No. 5
{
  "formula": "FHIPS",
  "method": "ωB97M-V/def2-TZVPD",
  "species": ["I", "S", "P", "F", "H"],
  "xyz": [[-2.16216, -2.42433, -0.15133], [-1.46351, 0.95512, -0.88645], [-0.49372, -0.61761, -0.32450], [2.30873, 1.41826, 0.49243], [1.81065, 0.66856, 0.86986]],
  "forces_ev_per_angstrom": [[0.26, 0.01, 0.03], [0.83, -0.93, 0.36], [-1.12, 0.93, -0.40], [-1.28, -1.94, 0.98], [1.31, 1.94, -0.97]],
  "lowdin_charge": [0.205, 0.024, -0.161, -0.138, 0.070],
  "smiles": "S=PI.F",
  "orbital_gap_ev": 7.358,
  "lumo_energy_ev": -2.1,
  "relative_energy_kcal_mol": 21.66,
  "largest_force_ev_per_a": 2.53
}

No. 6
{
  "formula": "FHIrO2P",
  "method": "ωB97M-V/def2-TZVPD",
  "species": ["Ir", "P", "F", "O", "O", "H"],
  "xyz": [[-1.26862, -0.58831, 0.13939], [1.25168, -0.01411, -0.00970], [1.53558, 0.47203, -1.63452], [0.43778, -1.36011, -0.28249], [0.06291, 0.91802, 0.53772], [-2.01932, 0.57248, 1.24960]],
  "forces_ev_per_angstrom": [[-2.57, 1.59, 1.86], [3.55, 1.99, -1.04], [-0.93, -0.53, 2.23], [-0.80, -0.95, -0.61], [0.59, -0.35, -1.22], [0.16, -1.74, -1.22]],
  "lowdin_charge": [1.214, 0.565, -0.347, -0.679, -0.679, -0.073],
  "orbital_gap_ev": [9.070, 6.484],
  "spin_multiplicity": 5,
  "lumo_energy_ev": [-0.5, -3.2],
  "relative_energy_kcal_mol": 0.00,
  "largest_force_ev_per_a": 4.20
}

No. 7
{
  "formula": "FHN2O2S",
  "method": "ωB97M-V/def2-TZVPD",
  "species": ["S", "F", "O", "O", "N", "N", "H"],
  "xyz": [[-1.76976, 0.41692, 0.24273], [-0.71405, -1.80809, 0.06311], [1.74160, 0.12130, 0.18614], [0.10871, 1.54920, -0.11667], [-1.86930, -0.90471, -0.41806], [1.30124, 1.35333, -0.06987], [1.20156, -0.72795, 0.11261]],
  "forces_ev_per_angstrom": [[-1.24, 0.36, 1.75], [-0.06, -0.08, 0.41], [0.59, -0.92, -0.35], [2.60, 0.14, -0.90], [0.33, -1.14, -1.48], [-1.47, 0.15, 0.51], [-0.75, 1.50, 0.05]],
  "lowdin_charge": [0.902, -0.318, 0.018, -0.234, -0.446, -0.049, 0.128],
  "orbital_gap_ev": 8.777,
  "lumo_energy_ev": -1.0,
  "relative_energy_kcal_mol": 83.17,
  "largest_force_ev_per_a": 2.75
}

No. 8
{
  "formula": "FHNP",
  "method": "ωB97M-V/def2-TZVPD",
  "species": ["P", "F", "N", "H"],
  "xyz": [[0.20406, 0.30096, 0.05315], [-0.66157, -1.52745, 0.03458], [1.60466, 0.84591, 0.06241], [-1.14714, 0.38057, -0.15015]],
  "forces_ev_per_angstrom": [[0.57, -3.69, -0.02], [2.17, 3.01, 0.17], [-1.86, -0.55, 0.02], [-0.88, 1.23, -0.17]],
  "lowdin_charge": [0.866, -0.522, -0.322, -0.022],
  "smiles": "N#[PH]F",
  "orbital_gap_ev": 10.056,
  "lumo_energy_ev": -1.6,
  "relative_energy_kcal_mol": 80.77,
  "largest_force_ev_per_a": 3.73
}